1.
{
  "formula": "CH2N2O2",
  "method": "wB97M-V/def2-TZVPD",
  "species": ["O", "N", "C", "N", "O", "H", "H"],
  "coordinates": [[2.545809, -0.013364, -0.040776], [1.490381, 0.415718, -0.372164], [0.366067, 0.349583, 0.417233], [-0.799661, -0.130374, -0.374110], [-0.619315, 1.248235, -0.062578], [0.186618, 0.198813, 1.584513], [-0.354078, -0.196820, -1.386796]],
  "forces_ev_per_angstrom": [[0.342, -0.422, 1.140], [1.071, 0.698, -2.563], [-4.365, -0.329, 3.690], [2.230, -0.319, -1.786], [0.602, 0.353, 0.100], [1.311, -0.007, -2.560], [-1.190, 0.026, 1.979]],
  "lowdin_charge": [0.060, -0.036, -0.373, 0.072, -0.065, 0.197, 0.145],
  "max_force_ha_per_bohr": 0.11134,
  "lumo_energy_ha": -0.0325,
  "de_lowest_kj_mol": 642.2,
  "total_energy_ev": -8138.715,
  "orbital_gap_ev": 9.0
}

***

2.
{
  "formula": "C28H25BN8O6PRb",
  "method": "wB97M-V/def2-TZVPD",
  "species": ["Rb", "C", "C", "N", "N", "C", "B", "N", "C", "C", "C", "N", "N", "C", "C", "C", "N", "H", "H", "H", "H", "H", "H", "H", "H", "H", "H", "O", "C", "O", "C", "C", "N", "N", "C", "C", "O", "O", "H", "H", "H", "O", "C", "O", "C", "P", "C", "C", "C", "C", "C", "C", "C", "C", "C", "C", "C", "C", "H", "H", "H", "H", "H", "H", "H", "H", "H", "H", "H", "H"],
  "coordinates": [[-0.182865, -0.174404, 0.038854], [3.128135, -2.609456, 2.150865], [2.908854, -1.934925, 0.939250], [2.642435, -0.651499, 1.145487], [2.677004, -0.472209, 2.479315], [2.969208, -1.626316, 3.104561], [2.390707, 0.888361, 3.181296], [0.939256, 0.974417, 3.669078], [0.552385, 0.860837, 4.956320], [-0.822709, 0.820408, 4.993952], [-1.195520, 0.909042, 3.641952], [-0.138191, 1.013178, 2.856167], [2.809803, 2.037273, 2.229225], [4.090028, 2.373386, 1.991188], [4.104420, 3.412333, 1.083571], [2.739197, 3.647478, 0.836150], [1.970804, 2.810199, 1.520129], [3.346639, -3.652258, 2.304171], [2.918085, -2.326400, -0.067468], [3.029772, -1.665261, 4.179637], [3.097307, 0.927373, 4.169624], [1.286243, 0.805573, 5.742408], [-1.458959, 0.710222, 5.854721], [-2.182980, 0.869394, 3.211039], [4.893105, 1.842833, 2.474280], [4.960859, 3.922254, 0.675859], [2.281354, 4.381025, 0.189804], [2.718798, -0.204244, -6.019578], [3.434657, 0.621227, -5.296364], [4.460745, 1.136407, -5.705606], [2.945254, 0.910223, -3.919927], [3.684469, 1.625787, -3.003424], [2.957917, 1.680843, -1.877232], [1.787631, 1.046253, -1.989156], [1.752635, 0.566377, -3.223122], [0.552078, -0.254471, -3.662204], [0.681748, -0.841425, -4.779429], [-0.430887, -0.289711, -2.916270], [1.868671, -0.513868, -5.496890], [4.658521, 2.072122, -3.096413], [3.210386, 2.069951, -0.978166], [-3.584690, -2.398983, 2.720828], [-2.960816, -2.272455, 1.665040], [-1.885989, -1.632236, 1.447775], [-3.483027, -2.977117, 0.385874], [-2.402647, -2.360824, -0.958188], [-0.929325, -3.467476, -0.844726], [-0.109410, -3.558423, -1.974869], [1.046335, -4.323458, -1.954708], [1.406533, -5.013844, -0.803636], [0.610964, -4.914861, 0.327850], [-0.542148, -4.139440, 0.312108], [-3.149179, -3.178242, -2.454415], [-3.196127, -2.434810, -3.630887], [-3.733763, -2.973672, -4.795125], [-4.239793, -4.264199, -4.794216], [-4.191175, -5.021769, -3.628736], [-3.643533, -4.482779, -2.475072], [-4.517521, -2.688481, 0.184594], [-3.462683, -4.061420, 0.526826], [-0.362752, -2.997121, -2.868491], [1.672348, -4.365152, -2.837831], [2.314853, -5.604905, -0.782889], [0.899060, -5.420446, 1.241798], [-1.120690, -4.031112, 1.219204], [-2.762470, -1.441094, -3.636601], [-3.741631, -2.386612, -5.705325], [-4.658808, -4.686932, -5.700344], [-4.571616, -6.036980, -3.624758], [-3.588721, -5.088208, -1.577184]],
  "forces_ev_per_angstrom": [[0.383, 0.416, -0.047], [-0.031, 0.006, -0.002], [-0.022, -0.018, -0.030], [-0.066, 0.095, -0.005], [0.080, 0.044, -0.034], [-0.002, -0.053, 0.006], [0.004, -0.060, 0.020], [0.028, 0.211, -0.088], [-0.024, 0.015, 0.053], [0.028, -0.007, 0.001], [-0.028, 0.057, -0.007], [0.123, -0.244, -0.041], [-0.043, 0.060, 0.079], [0.020, -0.050, -0.051], [-0.003, 0.001, -0.011], [-0.038, 0.005, -0.057], [0.001, -0.032, 0.039], [0.008, -0.014, 0.003], [0.006, -0.003, -0.001], [0.009, 0.002, 0.022], [-0.018, 0.002, -0.017], [0.025, 0.009, 0.023], [-0.011, 0.001, 0.019], [-0.007, -0.035, -0.012], [0.028, -0.015, 0.019], [0.015, 0.023, 0.009], [0.004, 0.005, -0.013], [0.267, 0.075, -0.167], [-0.081, 0.040, 0.106], [0.082, -0.010, -0.051], [0.059, -0.040, -0.069], [-0.036, -0.005, 0.032], [-0.022, -0.101, 0.040], [-0.095, -0.012, 0.009], [0.006, -0.025, 0.136], [0.074, 0.146, -0.061], [-0.094, -0.096, -0.003], [0.015, -0.086, 0.000], [-0.231, -0.038, 0.087], [0.023, 0.018, -0.006], [-0.004, 0.019, -0.015], [-0.159, -0.051, 0.121], [0.278, 0.110, -0.197], [-0.424, -0.233, 0.433], [0.004, 0.010, 0.060], [-0.202, -0.308, -0.372], [0.035, 0.097, -0.089], [0.026, 0.073, 0.016], [0.008, -0.007, 0.003], [0.003, -0.001, 0.003], [0.008, 0.017, -0.009], [-0.028, -0.011, 0.014], [0.002, 0.017, 0.067], [0.053, 0.008, -0.036], [0.007, -0.023, 0.014], [-0.006, -0.009, -0.008], [0.003, 0.013, -0.011], [-0.035, -0.008, 0.040], [0.014, -0.018, 0.019], [0.003, 0.019, 0.004], [-0.007, -0.017, 0.000], [0.001, -0.002, -0.008], [0.003, -0.002, -0.001], [0.001, -0.006, 0.008], [-0.011, -0.013, 0.006], [0.000, 0.030, 0.006], [0.000, 0.011, -0.005], [0.000, 0.001, 0.001], [-0.002, -0.006, 0.000], [-0.009, 0.004, 0.007]],
  "lowdin_charge": [0.799, -0.085, -0.186, 0.019, -0.050, -0.106, -0.545, -0.052, -0.120, -0.084, -0.172, 0.020, -0.046, -0.116, -0.111, -0.213, 0.082, 0.077, 0.096, 0.110, 0.108, 0.099, 0.075, 0.100, 0.113, 0.074, 0.092, 0.085, -0.538, 0.035, -0.068, -0.025, 0.018, 0.067, -0.142, -0.602, -0.014, -0.088, 0.032, 0.125, 0.114, -0.038, -0.784, -0.297, -0.276, 1.023, -0.359, -0.090, -0.089, -0.118, -0.098, -0.077, -0.361, -0.096, -0.094, -0.119, -0.110, -0.095, 0.082, 0.076, 0.099, 0.101, 0.091, 0.096, 0.101, 0.091, 0.096, 0.087, 0.089, 0.097],
  "charge": -2,
  "max_force_ha_per_bohr": 0.01263,
  "lumo_energy_ha": 0.1467,
  "de_lowest_kj_mol": 37.5,
  "total_energy_ev": -64275.326,
  "orbital_gap_ev": 7.2
}